Computed, not measured: an isolated molecule of C5H11N at a distorted geometry, with the ωB97M-V functional and the def2-TZVPD basis.

Atoms and positions in Å:
C1 -0.276 -1.283 1.644
N1 0.199 -0.523 0.516
C2 -0.336 -0.800 -0.791
C3 0.434 0.217 -1.634
C4 0.322 1.471 -0.732
C5 0.114 0.907 0.687
H1 0.212 -0.878 2.524
H2 -1.360 -1.219 1.759
H3 0.118 -2.299 1.590
H4 -1.426 -0.663 -0.871
H5 -0.138 -1.820 -1.145
H6 1.474 -0.074 -1.621
H7 -0.028 0.385 -2.606
H8 1.219 2.078 -0.821
H9 -0.498 2.135 -1.011
H10 -0.868 1.213 1.042
H11 0.837 1.154 1.470

Computed properties:
Total energy, eV: -6852.993
Orbital gap, Eh: 0.3511
SMILES: CN1CCCC1
Energy relative to the best compared isomer or geometry (same formula, charge and spin), kJ/mol: 51.63
HOMO energy, Ha: -0.3061
Net charge: 0